The following is a DFT calculation (ωB97M-V/def2-TZVPD) of a structure of composition F2In at a distorted geometry.

XYZ file:
```
3
Properties=species:S:1:pos:R:3
In 0.67862 -1.29463 -0.79778
F -0.49164 -0.24492 1.74398
F -0.18698 1.53955 -0.94620
```

Properties
Energy relative to the best compared isomer or geometry (same formula, charge and spin) ... 7.3 kcal/mol
Spin multiplicity ... 2
Net charge ... 0
F_max ... 2.08 eV/Å
HOMO energy (alpha / beta) ... -11.893 / -8.820 eV
Kohn-Sham gap (alpha / beta) ... 10.47 / 4.37 eV



The following is a DFT calculation (ωB97M-V/def2-TZVPD) of a cluster of 2 separate species, F2NO2S in total at a distorted geometry.

XYZ file:
```
6
Properties=species:S:1:pos:R:3
N -0.64968 0.45159 -0.26217
O -1.35298 1.33505 0.02065
O 1.47066 0.91542 0.87845
F 0.97407 -0.93738 -1.05415
F -1.44044 -1.37684 -0.05646
S 0.99837 -0.38785 0.47367
```

Properties
Energy relative to the best compared isomer or geometry (same formula, charge and spin) ... 39.1 kcal/mol
Net charge ... -1
F_max ... 3.63 eV/Å
HOMO energy (alpha / beta) ... -3.146 / -3.090 eV
Kohn-Sham gap (alpha / beta) ... 7.05 / 7.01 eV



The following is a DFT calculation (ωB97M-V/def2-TZVPD) of a structure of composition F2V2 at a distorted geometry.

XYZ file:
```
4
Properties=species:S:1:pos:R:3
V -0.82085 -1.29095 0.89359
V 0.85760 1.25302 -0.85712
F 0.80840 0.16455 0.97921
F -0.84513 -0.12661 -1.01568
```

Properties
Energy relative to the best compared isomer or geometry (same formula, charge and spin) ... 25.4 kcal/mol
Spin multiplicity ... 5
Net charge ... +4
F_max ... 3.37 eV/Å
HOMO energy (alpha / beta) ... -36.337 / -36.729 eV
Kohn-Sham gap (alpha / beta) ... 8.47 / 10.05 eV



The following is a DFT calculation (ωB97M-V/def2-TZVPD) of a structure of composition F36InP6 at a distorted geometry.

XYZ file:
```
43
Properties=species:S:1:pos:R:3
In -0.00157 -0.06299 0.16024
P 2.07494 -3.08197 -0.64669
F 2.02664 -1.59661 -1.35459
F 2.17434 -2.31130 0.79741
F 0.47140 -2.88363 -0.40421
F 2.14983 -4.55528 0.02816
F 1.84962 -3.78530 -2.06189
F 3.66458 -3.06213 -0.82870
P -2.42192 2.72927 0.87466
F -2.25476 3.91664 1.93926
F -3.60849 2.18463 1.84614
F -3.39528 3.67547 -0.00790
F -2.66731 1.46225 -0.13913
F -1.18816 3.07885 -0.09841
F -1.38317 1.77222 1.74629
P -1.08970 -0.03151 -3.63205
F -0.31659 -0.49001 -4.98161
F 0.31139 -0.23202 -2.77299
F -0.62738 1.48939 -3.79829
F -1.77302 0.22292 -2.12277
F -2.45563 0.38376 -4.36293
F -1.53007 -1.57051 -3.36528
P 1.54599 0.37768 3.50475
F 0.78382 0.73171 4.88477
F 2.15226 -0.97035 4.07270
F 0.17500 -0.40760 3.00597
F 2.32348 0.01952 2.07329
F 0.92388 1.67855 2.78561
F 2.83985 1.27313 3.90694
P 2.46799 2.55885 -1.28318
F 1.09382 2.21308 -2.14086
F 1.58200 2.32193 0.06533
F 2.82196 0.98227 -1.32651
F 3.74351 2.99329 -0.42760
F 3.26575 2.80390 -2.66954
F 1.96651 4.08977 -1.31017
P -2.55371 -2.59987 1.13047
F -4.07288 -2.79916 0.69924
F -2.96130 -2.87734 2.70589
F -2.17384 -4.13991 0.84162
F -1.02364 -2.36281 1.59848
F -2.11310 -2.13098 -0.39560
F -2.79702 -1.00783 1.46369
```

Properties
Energy relative to the best compared isomer or geometry (same formula, charge and spin) ... 12.6 kcal/mol
Net charge ... -3
F_max ... 3.13 eV/Å
HOMO energy ... -5.081 eV
Kohn-Sham gap ... 5.39 eV